1.
{"formula": "C24H16ClNO2", "method": "the ωB97M-V functional and the def2-TZVPD basis", "elements": ["O", "O", "Cl", "C", "C", "C", "C", "C", "C", "C", "C", "C", "C", "C", "C", "C", "C", "C", "C", "C", "C", "C", "C", "C", "C", "C", "C", "N", "H", "H", "H", "H", "H", "H", "H", "H", "H", "H", "H", "H", "H", "H", "H", "H"], "positions_angstrom": [[-1.86, 1.97, 1.31], [1.98, 1.38, 2.27], [1.23, 7.59, -0.03], [-1.12, 1.09, 1.73], [1.23, 1.84, 1.52], [-2.05, -1.97, 4.54], [-0.78, -1.40, 4.44], [-3.10, -1.61, 3.60], [2.46, 5.50, 1.17], [0.39, 5.15, -0.03], [-0.54, -0.32, 3.64], [-2.75, -0.63, 2.61], [2.44, 4.10, 1.51], [0.35, 3.81, 0.36], [2.60, -2.84, -3.69], [3.70, -2.25, -2.93], [1.36, 5.99, 0.43], [-1.52, 0.05, 2.71], [1.37, 3.28, 1.20], [1.28, -2.46, -3.25], [-0.30, -1.26, -1.83], [3.40, -1.50, -1.73], [-0.47, -0.37, -0.77], [1.71, -0.39, -0.25], [0.99, -1.64, -2.15], [2.03, -1.19, -1.34], [0.21, 1.00, 1.01], [0.49, 0.18, -0.07], [-2.17, -2.75, 5.34], [-0.18, -1.77, 5.20], [-4.04, -2.11, 3.55], [3.21, 6.27, 1.47], [-0.23, 5.65, -0.75], [0.50, 0.10, 3.70], [-3.34, -0.23, 1.76], [3.33, 3.64, 2.10], [-0.43, 3.21, -0.09], [2.85, -3.53, -4.54], [4.73, -2.50, -3.12], [0.42, -2.81, -3.93], [-1.18, -1.66, -2.26], [4.13, -1.12, -1.03], [-1.53, -0.01, -0.51], [2.47, -0.19, 0.44]], "gap_ev": 6.195, "total_energy_ev": -43250.3113}



2.
{"formula": "C4H9NO2", "method": "the ωB97M-V functional and the def2-TZVPD basis", "elements": ["C", "C", "C", "N", "C", "O", "O", "H", "H", "H", "H", "H", "H", "H", "H", "H"], "positions_angstrom": [[-0.28, -0.59, 1.13], [1.70, 0.33, -0.40], [-0.58, 0.09, -1.16], [-1.13, 0.75, -2.16], [-1.10, -0.46, -0.05], [-0.42, -1.76, 1.87], [-0.23, 0.54, 1.97], [-0.82, -1.54, 2.72], [0.64, 0.55, 2.40], [0.84, -0.40, 0.38], [-2.02, 1.23, -2.09], [-0.63, 0.87, -3.02], [-2.01, -1.05, -0.11], [2.10, -0.28, -1.20], [2.41, 0.37, 0.44], [1.52, 1.35, -0.74]], "relative_energy_kj_mol": 605.34, "gap_ev": 7.600, "total_energy_ev": -9873.7867}